The following is a quantum chemistry calculation of 9 unconnected molecules or ions with the total composition C36H51BrClN10O24P, from OMol25.

Calculated values
HOMO-LUMO gap   7.5528 eV
M   1154.18 g/mol

The geometry in XYZ format:
```
124
C36H51BrClN10O24P (wB97M-V/def2-TZVPD)
H 5.098 -9.421 7.126
H 3.106 -0.294 3.603
C 0.064 -3.811 2.981
C 3.487 -4.871 5.780
O 3.092 -7.958 5.141
C -2.515 5.359 -1.776
C 0.396 0.848 0.809
H 4.934 -0.349 -1.265
H -8.565 0.306 2.257
C -2.208 -1.797 1.463
H -4.760 -2.240 2.061
H 3.084 0.684 -0.946
H 1.034 0.048 5.485
O -4.407 -0.955 -6.803
C -0.757 0.046 0.700
H -3.014 0.979 -6.636
C 1.279 1.670 -1.477
C -4.305 -0.279 -3.268
O -2.313 -2.970 1.742
O -9.054 0.557 -2.285
H -6.133 2.600 -3.626
C -3.201 -0.062 -0.011
O 10.332 -4.348 6.477
O -3.203 1.771 -3.673
H 5.349 -9.197 5.367
O 5.742 -4.858 5.236
H -6.621 1.230 -2.635
H 4.898 -1.826 -6.315
C -3.823 1.100 -2.900
C -6.355 2.281 -2.608
C -3.892 1.265 -7.204
C 1.148 -0.549 2.703
O -7.753 -0.176 2.451
O 2.127 -1.522 5.996
H -10.896 1.435 -3.874
P -7.482 -1.221 1.222
O 5.937 2.557 -0.569
C -5.212 2.554 -1.671
O -1.155 6.967 -2.751
H 3.861 -5.457 6.601
H -3.573 -1.007 -2.920
C -0.020 -1.311 2.603
H -6.456 0.716 -0.532
H 1.551 7.207 -2.822
C 0.592 2.017 -0.137
N -4.067 1.648 -1.561
C -1.786 0.273 -0.357
H -7.221 2.832 -2.237
C 8.288 -3.426 5.933
O 5.911 -2.333 -3.988
C -10.993 1.683 -2.822
H -5.285 -0.476 -2.843
H 3.023 -3.952 6.135
N 3.313 8.308 -2.500
O 3.934 7.419 -3.043
N 4.629 -4.478 4.914
C -5.561 0.230 -0.161
C -5.753 -0.791 0.765
N 3.710 -8.177 6.161
H -1.340 -2.474 3.781
O 4.386 -3.804 3.938
C 5.275 -0.982 -5.746
O -5.819 0.224 -7.929
O 3.646 -7.515 7.179
H 3.069 2.902 -3.024
O 4.582 -0.692 -3.556
C -0.955 -1.010 1.608
C -0.278 -2.455 3.556
H 3.064 2.437 -0.611
H 6.021 0.178 0.001
H 1.375 8.983 -2.899
N 4.988 2.109 -2.584
H 2.488 -1.911 3.604
O -9.192 2.631 -1.707
H 0.220 -2.353 4.516
N -9.632 1.621 -2.222
N 9.646 -3.348 6.540
H -2.933 5.538 -0.790
H -11.607 0.951 -2.306
C 1.737 -0.742 5.171
H 4.648 -0.108 -5.876
O 3.796 9.324 -2.044
N 5.251 -1.367 -4.309
H -3.623 1.591 -8.204
H -11.380 2.685 -2.688
O 9.980 -2.301 7.055
O -1.532 0.675 -1.466
C 3.504 1.977 -2.652
H -3.190 5.700 -2.551
H -4.457 2.033 -6.684
O 1.004 -4.029 2.274
Br -7.258 -3.229 2.191
H -0.396 2.401 -0.378
C 2.196 -0.868 3.736
N -4.779 0.078 -7.325
H 1.592 8.170 -1.320
C 4.619 -9.355 6.156
C -4.667 -1.457 1.325
H 6.306 -0.767 -6.007
C 2.818 1.664 -1.331
C -3.395 -1.084 0.911
H 5.182 3.102 -2.641
C -4.289 0.611 -0.587
H -0.596 -4.641 3.287
H 1.096 2.838 0.364
N -1.247 6.128 -1.877
H -2.270 4.308 -1.906
C 5.804 0.262 -1.060
C 1.315 0.521 1.813
H 1.037 2.486 -2.158
Cl 2.744 1.505 1.950
C 5.591 1.716 -1.369
H -4.377 -0.413 -4.343
H 3.259 1.202 -3.377
H 4.012 -10.231 5.955
C 1.837 8.150 -2.377
H 2.800 -5.446 5.169
H 8.412 -3.660 4.881
O -5.183 3.549 -1.014
H 7.798 -2.469 6.065
O -0.375 5.862 -1.075
H 7.747 -4.215 6.442
H 6.650 -0.166 -1.592
H 0.924 0.719 -1.855
```

***

The following is a quantum chemistry calculation of a gas-phase ion, C3H9BrNO (charge +1), from OMol25.

Calculated values
HOMO-LUMO gap   9.6213 eV
M   155.02 g/mol
Total charge   +1

The geometry in XYZ format:
```
15
C3H9BrNO (wB97M-V/def2-TZVPD)
H 0.347 1.425 1.403
O -1.052 -1.730 0.283
H -1.635 -2.124 0.874
H 0.911 -2.206 0.171
H 1.301 0.169 -2.040
C 0.300 -1.512 0.576
C -0.199 1.058 0.454
H 0.559 -1.494 1.688
C 0.566 -0.148 -0.043
H -0.297 -0.198 -2.053
H 0.822 -1.339 -1.653
N 0.548 -0.337 -1.551
Br 2.869 0.148 0.138
H -0.203 1.977 -0.272
H -1.209 0.640 0.714
```

***

The following is a quantum chemistry calculation of a molecular structure, C15H33As3BF4IrS2, from OMol25.

Calculated values
HOMO-LUMO gap   7.0861 eV
M   781.35 g/mol

The geometry in XYZ format:
```
59
C15H33As3BF4IrS2 (wB97M-V/def2-TZVPD)
H 0.225 -2.615 2.073
H -1.139 -0.666 3.665
F -0.369 2.867 1.475
H -4.974 -4.552 -1.582
C -0.791 2.099 -2.638
H -1.105 1.474 -3.474
H 5.937 0.356 -0.520
B -1.812 3.109 1.201
H 6.072 3.771 0.690
C 1.837 0.857 -2.838
As 0.403 1.033 -1.545
H -3.616 -2.805 2.038
H -0.215 2.944 -3.013
H -5.005 -3.473 1.190
F -2.167 2.223 0.176
F -2.477 2.768 2.369
H 6.619 1.409 0.721
C -1.603 -0.633 0.595
As 0.047 -0.178 1.522
C -4.167 -3.833 -1.722
H -1.331 -3.130 -1.804
H -2.132 0.323 0.587
H 1.519 -2.160 0.926
H -3.671 -0.964 -1.103
H -0.341 -1.109 -2.636
H -2.163 -1.299 1.250
H 1.408 0.567 -3.798
C -0.639 0.223 3.280
H -1.642 2.463 -2.077
C -2.744 -0.714 -1.617
C 5.810 0.715 0.503
H -0.627 -3.074 -0.213
H 1.670 -1.732 2.633
H 2.555 0.117 -2.498
C 4.471 1.373 0.681
H -1.341 1.051 3.198
S 3.102 0.392 0.278
C 5.419 3.549 1.536
H 5.026 4.494 1.906
H 6.032 3.112 2.327
H 2.342 1.817 -2.936
Ir 1.289 1.671 0.613
C -1.501 -2.756 -0.788
C 0.966 -1.859 1.812
H -2.718 0.371 -1.720
C 4.293 2.627 1.140
H 5.914 -0.146 1.167
H -2.776 -1.162 -2.614
C -0.247 -0.811 -1.588
C -4.089 -2.894 1.061
S 2.680 3.253 1.307
H 0.183 0.502 3.936
F -1.960 4.416 0.841
H -4.594 -2.841 -1.857
H -4.351 -1.905 0.691
H 0.612 -1.359 -1.183
C -1.531 -1.216 -0.831
As -2.971 -3.948 -0.168
H -3.616 -4.113 -2.620
```

***

The following is a quantum chemistry calculation of a molecular structure, C42H56As2NO5PSr, from OMol25.

Calculated values
HOMO-LUMO gap   7.3872 eV
M   923.35 g/mol

The geometry in XYZ format:
```
108
C42H56As2NO5PSr (wB97M-V/def2-TZVPD)
H 2.142 -0.862 0.545
C -0.387 -1.475 -4.769
C -3.909 -3.315 2.306
H 3.792 -2.307 0.720
H 4.948 1.139 -2.582
H -3.096 2.305 0.898
H -1.422 -1.430 -5.083
C 5.300 2.763 -3.927
C 4.197 -2.854 -0.125
C -4.267 1.067 2.296
H -6.283 -1.880 1.813
C -3.068 0.326 -0.718
H -5.259 -2.269 -0.093
H -2.948 0.057 -1.773
H -2.346 2.057 2.470
C 5.502 -3.323 -0.070
H 3.311 -4.123 -3.137
C 2.795 0.157 -1.235
O 1.372 2.101 3.000
N -1.912 -0.545 2.380
C 3.329 4.112 -2.526
H 2.563 0.184 -2.298
As 2.780 2.022 -0.593
H -3.582 0.932 4.358
H -2.808 -2.999 0.040
H -3.774 1.152 -0.677
H 7.042 -4.433 -1.073
C 2.767 -0.905 3.563
H -2.782 -1.901 4.349
H 3.298 -1.645 -3.642
C 0.130 3.150 -0.291
H -5.691 -0.568 -0.253
H 2.739 -0.823 -5.886
O 4.034 0.913 2.747
C -3.870 -1.930 4.311
H -6.025 2.259 1.958
C 3.745 1.970 3.612
C -0.069 -1.950 -3.503
H 4.755 -0.982 2.698
C 6.024 -4.068 -1.118
H 5.446 4.530 -5.135
C -4.925 -1.308 -0.476
H 0.378 -0.700 -6.618
C 5.228 -4.355 -2.217
C 3.401 -3.114 -1.240
H -5.476 1.437 0.507
H -2.640 3.433 -2.219
C 0.621 -1.068 -5.629
C 1.946 -1.139 -5.219
H 3.807 -0.235 -1.120
H -1.205 2.133 -3.762
C 0.949 2.434 -1.158
H 4.181 1.825 4.602
H -4.257 -1.088 4.879
H 6.071 2.231 -4.470
H -4.867 -1.400 -1.566
H -4.275 -4.089 2.986
H -3.736 3.151 2.305
C -5.876 -1.877 2.823
H -2.098 0.674 -0.355
H 3.683 5.733 -3.881
C 2.261 -1.606 -3.951
H -4.321 -3.534 1.323
C -1.158 3.516 -0.673
C 3.962 4.727 -3.595
H -4.219 -2.844 4.801
H -6.330 0.537 1.759
H 2.550 4.644 -1.989
H 5.622 -4.950 -3.032
H -1.547 -1.775 0.069
C -3.297 2.209 1.959
C -2.537 -2.013 -0.320
As 1.532 -2.552 -1.213
O 2.068 2.900 4.956
H -5.297 0.526 4.165
C -4.496 1.171 3.811
H -2.822 -3.389 2.264
H -2.484 -2.063 -1.412
H 6.111 -3.115 0.801
C -0.831 2.425 -2.789
H 4.174 2.879 3.178
H -4.780 2.200 4.049
H 4.696 -0.261 4.338
H 0.501 3.430 0.688
C 3.667 2.814 -2.149
C -4.346 -1.947 2.849
Sr 0.341 -0.163 2.565
C 4.662 2.147 -2.856
H -1.784 4.077 0.009
C 3.923 -3.884 -2.276
P -3.386 -0.582 1.927
H 1.078 1.520 -3.107
C -5.598 1.323 1.582
H 1.131 3.149 5.005
C 4.178 -0.363 3.381
C 4.951 4.052 -4.299
H -0.860 -2.273 -2.838
C 1.255 -2.014 -3.075
C 2.270 2.273 3.803
H -6.261 -1.001 3.343
C -1.637 3.155 -1.922
C 1.807 -0.721 -0.487
H 0.809 -0.263 -0.497
O 2.057 -0.318 4.425
H -6.276 -2.756 3.339
C -3.543 -0.913 0.054
O 2.328 -1.729 2.721
C 0.454 2.070 -2.411
```

***

The following is a quantum chemistry calculation of 2 unconnected molecules or ions with the total composition CH4ClN, from OMol25.

Calculated values
HOMO-LUMO gap   9.2115 eV
M   65.50 g/mol

The geometry in XYZ format:
```
7
CH4ClN (wB97M-V/def2-TZVPD)
H 0.274 -1.389 1.139
Cl 2.263 0.101 -0.024
C 0.607 -0.273 -0.239
H 0.092 1.650 0.212
H 0.406 -0.861 -1.020
N -0.319 0.739 -0.022
H -0.926 0.378 0.737
```

***

The following is a quantum chemistry calculation of a molecular structure, C43H33Cl3LaN5O6, from OMol25.

Calculated values
HOMO-LUMO gap   6.8338 eV
M   961.03 g/mol
Total charge   -2

The geometry in XYZ format:
```
91
C43H33Cl3LaN5O6 (wB97M-V/def2-TZVPD)
C 2.594 -1.233 2.972
C -3.982 0.838 2.755
H 5.697 -3.141 -2.645
H 5.330 -0.990 -1.476
C 3.157 -0.073 -0.396
H 1.556 -4.116 -2.044
C 0.591 3.783 3.170
C -4.010 -0.052 3.813
C 1.010 -2.951 2.006
C 3.637 -3.762 -2.408
C 2.464 4.249 1.720
C -2.360 -1.970 -3.654
C -0.415 -0.391 -4.806
H -4.610 0.399 -3.025
H -0.827 4.844 -3.181
C -2.993 0.701 1.787
C 1.813 -5.143 1.400
C 2.393 -3.438 -1.930
N 2.087 0.430 0.108
O 0.285 1.308 1.841
C 4.718 -2.884 -2.259
C 3.350 -3.496 2.201
C 2.313 -2.583 2.366
Cl -3.599 -2.955 -2.945
H 2.547 -1.293 4.064
H -0.830 3.973 0.221
C -0.348 3.799 -0.743
H 3.377 6.180 1.932
H 0.135 4.722 -1.066
H 1.862 6.869 3.770
O 0.960 -1.936 -0.838
H -0.649 -5.638 0.699
H 4.362 -3.196 2.454
H -4.694 1.640 2.633
H -0.383 2.186 3.043
C 3.253 -1.323 -1.104
H -2.522 4.155 -4.842
H 0.072 5.339 4.534
H -4.782 0.019 4.570
C -3.177 1.875 -2.404
C -3.029 -1.027 3.896
C 0.755 5.045 3.747
H -2.972 -1.739 4.707
C 0.761 -4.250 1.532
H 3.787 -4.712 -2.911
C -2.066 -1.091 2.901
C -2.215 -1.971 -5.026
N 2.289 1.657 0.737
H -4.893 1.091 -1.413
N -0.038 -2.011 2.054
O -3.917 2.512 0.604
C 1.755 5.892 3.311
H 4.085 0.490 -0.266
C 3.111 -4.773 1.723
C 4.509 -1.688 -1.612
N -2.024 1.519 -0.272
H 3.589 -0.883 2.689
C -4.126 0.747 -2.111
C 1.325 2.019 1.540
C 2.611 5.502 2.287
C -3.000 1.672 0.620
O -0.409 3.004 3.613
O -0.996 -2.925 3.952
C -1.484 4.006 -2.967
H 1.857 -0.501 2.658
H 3.929 -5.473 1.597
C -0.587 -0.405 -3.438
H 3.111 3.908 0.924
C 2.137 -2.207 -1.265
H -1.299 -4.610 1.993
H 0.350 0.234 -5.247
H 0.430 3.050 -0.586
C -1.232 -1.179 -5.596
C -0.633 -4.635 1.128
C -2.431 3.622 -3.902
H -1.015 -3.926 0.388
La -0.269 -0.335 0.185
N -2.077 -0.267 1.849
C -0.954 -2.120 3.008
H -4.021 2.249 -4.331
C -3.271 2.559 -3.610
H -2.863 -2.579 -5.641
Cl -1.031 -1.165 -7.329
H 1.617 -6.141 1.019
Cl 0.417 0.617 -2.458
C -1.559 -1.198 -2.765
H -3.600 -0.087 -1.644
C -1.356 3.339 -1.756
O -1.722 -1.208 -1.501
C -2.194 2.253 -1.466
C 1.475 3.369 2.155
```